Below is a gas-phase ion, C3H5ClNOS (charge +1) in a non-equilibrium geometry, with properties calculated with ωB97M-V with the def2-TZVPD basis set.

Each line ends with the Mulliken charge.
Positions of all 12 atoms, in Å:
C: -1.212 -0.600 0.758  0.61
C: 0.217 0.083 0.641  -0.58
C: -2.282 0.176 0.155  -0.30
N: 0.876 -0.561 -0.418  -0.23
O: -1.315 -1.678 1.264  -0.35
S: -3.758 0.111 0.927  0.20
Cl: -4.854 1.587 0.159  -0.05
H: 0.162 1.154 0.464  0.39
H: 0.724 -0.124 1.586  0.32
H: -2.090 0.921 -0.601  0.43
H: 0.669 -0.283 -1.365  0.28
H: 1.085 -1.542 -0.297  0.29

- LUMO level (alpha / beta): -4.27 / -8.22 eV
- Expectation value of S²: 2.02
- Charge: +1
- Energy relative to the best compared isomer or geometry (same formula, charge and spin): 0.0 kcal/mol
- Multiplicity: 3
- Gap between HOMO and LUMO (alpha / beta): 8.39 / 6.47 eV